# 1
{
  "formula": "C5H13NO",
  "method": "wB97M-V/def2-TZVPD",
  "elements": ["C", "C", "C", "C", "N", "C", "O", "H", "H", "H", "H", "H", "H", "H", "H", "H", "H", "H", "H", "H"],
  "xyz": [[1.785, -1.575, -0.282], [0.367, -1.637, 0.238], [-0.346, -0.282, 0.368], [-1.881, -0.491, 0.579], [-0.114, 0.680, -0.691], [-0.270, 2.055, -0.269], [0.766, 2.795, -0.894], [2.032, -2.412, -0.929], [2.454, -1.671, 0.576], [2.119, -0.673, -0.775], [0.376, -2.106, 1.207], [-0.303, -2.189, -0.430], [-0.100, 0.145, 1.357], [-2.387, -0.370, -0.384], [-2.239, 0.297, 1.233], [-2.139, -1.476, 0.962], [0.857, 0.614, -0.978], [-1.233, 2.427, -0.622], [-0.200, 2.190, 0.817], [0.454, 3.680, -1.083]],
  "atomic_forces_ev_per_a": [[0.913, -0.609, 0.673], [-0.859, 1.002, -1.402], [-1.222, -0.137, 1.763], [0.463, 0.264, -0.964], [0.658, -0.307, 0.217], [-0.234, 0.335, -0.594], [0.151, -0.175, 0.048], [-0.081, -0.054, -0.159], [0.170, 0.034, -0.038], [-0.265, 0.247, -0.297], [-0.299, -0.258, 0.323], [0.379, -0.408, 0.002], [0.772, 0.153, -0.194], [0.016, -0.093, 0.029], [-0.315, -0.061, 0.193], [0.114, 0.039, 0.270], [-0.086, -0.002, -0.146], [-0.171, 0.094, 0.188], [-0.043, -0.219, 0.142], [-0.062, 0.156, -0.054]],
  "multiplicity": 1,
  "de_lowest_kj_mol": 130.9,
  "charge": 0,
  "smiles": "CC[C@H](C)NCO",
  "e_homo_ha": -0.3285,
  "total_energy_ha": -328.26900,
  "lumo_ha": 0.0344,
  "orbital_gap_ev": 9.9
}

---

# 2
{
  "formula": "C6H24NO6",
  "method": "wB97M-V/def2-TZVPD",
  "elements": ["C", "O", "C", "C", "C", "C", "C", "N", "H", "H", "H", "H", "H", "H", "H", "H", "H", "H", "H", "H", "H", "H", "H", "H", "O", "H", "H", "O", "H", "H", "O", "H", "H", "O", "H", "H", "O"],
  "xyz": [[2.999, -0.326, -0.722], [2.976, -1.731, -0.488], [1.709, 0.360, -0.267], [1.728, 1.921, -0.553], [1.567, 2.546, 0.894], [0.133, 2.468, 1.366], [-0.740, 3.490, 0.667], [0.589, -0.139, -1.098], [3.910, 0.048, -0.254], [3.070, -0.209, -1.821], [1.553, 0.234, 0.803], [2.761, 2.107, -0.942], [0.973, 2.179, -1.334], [1.913, 3.566, 0.898], [2.314, 2.095, 1.533], [0.002, 2.702, 2.455], [-0.284, 1.481, 1.508], [-0.931, 3.158, -0.350], [-1.694, 3.658, 1.152], [-0.249, 4.464, 0.809], [-0.197, -0.391, -0.502], [0.900, -0.934, -1.676], [0.851, -3.118, 1.674], [2.150, -1.913, 0.004], [0.475, -3.190, 0.789], [-2.830, -1.098, 1.433], [-3.546, 0.005, 2.173], [-3.804, -0.852, 1.760], [-3.404, -0.958, -0.287], [-1.881, -1.399, -0.047], [-2.570, -1.053, -0.759], [-1.889, -1.231, -2.593], [-1.047, -0.126, -3.284], [-1.815, -0.689, -3.414], [-0.381, -2.666, 0.905], [-1.022, -0.809, 1.798], [-1.431, -1.640, 1.527]],
  "atomic_forces_ev_per_a": [[-0.287, -0.551, -0.397], [-0.572, 0.172, 0.491], [-0.538, 1.194, -2.154], [1.467, -0.925, 1.550], [0.204, 0.166, -1.743], [-0.441, 0.702, 2.672], [-0.101, -0.138, 0.207], [0.422, -0.863, 0.157], [-0.073, 0.497, 0.058], [0.128, 0.335, 0.327], [-0.104, -0.460, 0.048], [-0.764, 0.452, 0.163], [0.591, -0.127, 0.987], [-0.271, 0.817, -0.137], [-0.099, -0.688, 0.321], [0.910, 0.453, -0.429], [-0.133, -0.716, -1.292], [0.089, 0.650, -0.287], [-0.359, -0.471, 0.136], [0.062, -0.174, -0.839], [0.097, -0.270, -0.461], [-0.581, 0.284, 0.769], [-0.098, -0.135, -0.074], [0.193, -0.517, -0.261], [0.259, 0.096, -0.133], [-1.123, -0.689, 1.308], [-0.767, -0.787, -0.290], [1.144, 1.358, -0.131], [0.055, -0.032, 0.166], [-1.849, 0.670, -0.777], [1.672, -0.748, 0.219], [-0.211, 0.894, -0.381], [0.024, -0.010, 0.310], [0.068, -0.680, -0.025], [0.423, 0.037, 0.327], [0.226, -0.202, 0.032], [0.336, 0.408, -0.435]],
  "multiplicity": 1,
  "de_lowest_kj_mol": 114.3,
  "charge": -1,
  "e_homo_ha": -0.2147,
  "total_energy_ha": -749.22109,
  "lumo_ha": 0.1138,
  "orbital_gap_ev": 8.9
}

---

# 3
{
  "formula": "C34H48BrClFNO10P",
  "method": "wB97M-V/def2-TZVPD",
  "elements": ["O", "C", "O", "C", "C", "C", "C", "C", "Br", "C", "C", "C", "C", "C", "C", "C", "O", "O", "C", "C", "C", "C", "Cl", "C", "O", "C", "C", "P", "O", "O", "O", "C", "C", "C", "C", "F", "C", "O", "H", "H", "H", "H", "H", "H", "H", "H", "H", "H", "H", "H", "H", "H", "H", "H", "H", "H", "H", "H", "H", "H", "H", "H", "H", "H", "H", "H", "H", "H", "C", "C", "C", "C", "C", "C", "N", "O", "C", "C", "C", "H", "H", "H", "H", "H", "H", "H", "H", "H", "H", "H", "H", "H", "H", "H", "H", "H", "H"],
  "xyz": [[0.068, -3.149, -7.337], [-0.359, -1.977, -7.857], [-1.851, -1.837, -7.942], [0.647, -0.809, -8.416], [0.181, 0.677, -7.906], [1.178, 1.348, -6.764], [0.698, 1.022, -5.209], [-0.679, 1.756, -4.618], [-1.566, 3.041, -5.921], [-1.260, 1.486, -3.075], [-0.391, 0.408, -2.135], [0.991, -0.323, -2.730], [1.872, -1.394, -1.846], [3.011, -0.540, -0.990], [2.844, -0.649, 0.637], [4.223, -0.216, 1.477], [4.736, 1.042, 1.390], [4.837, -1.259, 2.364], [1.578, -0.013, -4.266], [2.987, -0.707, -4.842], [2.758, -2.251, -5.368], [4.152, -3.147, -5.430], [5.010, -3.315, -3.787], [-0.968, 0.163, -0.605], [-0.358, -0.628, 0.321], [-2.344, 0.918, -0.024], [-2.865, 0.550, 1.522], [-3.719, -1.154, 1.417], [-5.191, -1.144, 2.067], [-2.728, -2.352, 2.276], [-3.749, -1.732, -0.262], [-3.061, 1.897, -0.910], [-4.406, 2.689, -0.306], [-5.788, 1.774, -0.458], [-6.689, 2.390, -1.725], [-6.116, 1.814, -2.995], [-2.586, 2.242, -2.477], [-3.384, 3.097, -3.124], [-2.287, -2.598, -7.419], [0.606, -0.806, -9.608], [1.775, -0.944, -8.135], [-0.024, 1.428, -8.811], [-0.885, 0.532, -7.389], [2.275, 1.020, -7.002], [1.149, 2.530, -6.930], [2.504, -2.156, -2.514], [1.210, -2.098, -1.149], [3.083, 0.599, -1.340], [4.085, -0.995, -1.244], [2.042, 0.179, 0.948], [2.408, -1.679, 1.003], [4.171, -1.485, 3.100], [3.567, -0.016, -5.586], [3.686, -0.798, -3.878], [1.945, -2.830, -4.715], [2.343, -2.219, -6.461], [3.860, -4.255, -5.761], [4.899, -2.759, -6.258], [-3.497, 1.403, 2.010], [-1.907, 0.410, 2.216], [-2.678, -3.160, 1.657], [-4.205, -1.062, -0.851], [-4.640, 3.688, -0.917], [-4.233, 3.065, 0.812], [-6.439, 1.835, 0.524], [-5.555, 0.652, -0.780], [-7.825, 2.115, -1.644], [-6.622, 3.555, -1.811], [2.524, 0.517, 7.684], [2.106, 0.406, 6.184], [1.504, 1.747, 5.665], [0.048, 1.992, 6.039], [-0.808, 0.779, 5.701], [-0.267, -0.519, 6.353], [1.183, -0.764, 6.028], [1.249, -1.186, 4.688], [-0.484, -0.422, 7.889], [-1.178, -1.716, 5.934], [3.477, 0.237, 5.438], [1.991, -0.178, 8.335], [3.579, 0.260, 7.839], [2.372, 1.527, 8.079], [1.567, 1.772, 4.569], [2.106, 2.595, 6.017], [-0.033, 2.246, 7.100], [-0.325, 2.864, 5.488], [-1.840, 0.967, 6.025], [-0.854, 0.666, 4.608], [-0.090, -1.307, 8.401], [-1.554, -0.359, 8.129], [-0.032, 0.464, 8.339], [-1.245, -1.836, 4.847], [-2.206, -1.571, 6.289], [-0.813, -2.658, 6.362], [3.957, -0.715, 5.692], [4.171, 1.042, 5.714], [3.371, 0.286, 4.347]],
  "atomic_forces_ev_per_a": [[-2.208, 7.429, -3.169], [0.168, -6.345, 2.560], [3.470, -0.485, 0.747], [-0.778, 0.914, -0.853], [-1.532, 0.091, 0.735], [-0.573, 0.725, -0.136], [-0.373, -0.893, 2.666], [1.831, -2.228, 2.197], [1.004, -1.638, 1.912], [2.766, -1.203, -1.545], [0.502, 0.876, -2.381], [-1.225, 1.106, -1.615], [0.299, 0.081, 0.103], [1.443, -0.224, 0.107], [-0.507, 1.253, 0.719], [1.625, 4.940, 0.078], [-3.151, -8.829, 0.596], [-2.472, 2.500, -0.842], [-3.567, 2.079, 0.590], [-0.205, -0.380, 2.121], [0.130, -0.133, -0.306], [-1.144, -0.596, -1.494], [-0.745, 0.356, -1.391], [1.888, -2.722, 3.925], [-3.379, 4.614, -5.873], [-0.899, 2.376, -2.907], [2.304, 0.233, -0.945], [-4.488, -2.175, 1.906], [5.732, 0.314, -2.681], [-1.702, 1.138, -3.834], [0.124, 1.934, 2.647], [1.349, -1.790, 2.306], [-0.026, 0.395, -0.663], [-0.378, 0.617, -1.146], [0.529, -0.430, 0.084], [-1.386, 1.176, 2.670], [-3.190, 2.547, -1.382], [5.266, -5.137, 3.507], [1.634, 1.399, -1.105], [-0.110, -0.287, 2.636], [-2.411, -0.446, -0.281], [0.792, -1.727, 2.017], [2.312, 0.446, -1.202], [-2.062, 0.468, 0.868], [-0.007, -2.629, 0.570], [-1.683, 1.936, 1.051], [1.249, 2.007, -1.442], [-0.410, -2.555, 0.919], [-2.355, 0.866, 0.409], [1.796, -1.868, -0.510], [1.199, 1.977, -0.834], [1.058, 0.487, -1.735], [-1.450, -1.360, 1.287], [-1.473, 0.315, -2.079], [1.884, 1.425, -1.336], [0.727, -0.240, 2.073], [0.604, 2.510, 0.874], [-1.397, -0.550, 2.059], [0.796, -1.981, -1.275], [-1.953, 0.118, -1.681], [-0.032, 1.688, 1.312], [0.663, -0.933, 1.117], [0.991, -2.340, 1.158], [-0.208, -1.209, -2.457], [1.418, -0.329, -2.033], [-0.579, 2.443, 1.015], [2.304, 0.144, -0.370], [0.135, -2.271, 0.091], [-0.131, -0.174, 0.434], [1.749, 0.787, 0.873], [-0.324, -0.160, -0.251], [0.018, 0.070, 0.052], [0.255, 0.026, -0.116], [-1.643, -0.478, 1.141], [-0.450, 0.239, -5.114], [-0.005, 0.629, 3.636], [0.267, 0.218, 0.131], [0.600, 0.025, -0.517], [-0.694, -0.485, -0.429], [-0.090, 0.142, -0.194], [-0.191, 0.171, -0.267], [-0.019, -0.123, -0.071], [0.090, -0.231, 0.106], [0.125, -0.359, 0.019], [-0.048, -0.078, -0.015], [0.085, -0.087, 0.104], [0.175, -0.309, 0.081], [0.168, -0.182, 0.136], [-0.003, 0.122, -0.141], [0.189, -0.082, -0.322], [0.046, -0.134, -0.071], [0.216, 0.041, 0.202], [0.324, 0.229, 0.105], [0.026, 0.216, -0.094], [-0.156, 0.113, 0.046], [-0.383, -0.108, 0.160], [-0.126, -0.028, 0.250]],
  "multiplicity": 2,
  "s2": 0.755,
  "charge": 0,
  "e_homo_ha": [-0.3289, -0.3289],
  "total_energy_ha": -5606.15875,
  "lumo_ha": [-0.0805, -0.0805],
  "orbital_gap_ev": [6.8, 6.8]
}